--- P ---
Computed, not measured: an isolated molecule of C20H33N5O4, with ωB97M-V with the def2-TZVPD basis set.

Its charge is 0. As for the HOMO energy: -9.3 eV. The frontier orbital gap comes out at 9.87 eV.

Each line ends with the natural charge from an NBO analysis.
Atoms and positions in Å:
C -5.83 3.27 -1.80  -0.619
C -5.21 3.19 -0.43  -0.056
O -3.80 3.19 -0.58  -0.543
C -3.08 3.27 0.63  0.111
C -3.08 1.94 1.38  -0.440
C -2.18 2.00 2.61  -0.211
N -0.84 2.43 2.24  -0.439
C 0.23 1.59 2.11  0.665
O 1.27 1.92 1.58  -0.603
C 0.06 0.19 2.70  -0.159
O 1.29 -0.47 2.64  -0.526
C 1.39 -1.57 3.54  0.102
C 0.72 -2.83 2.95  -0.445
C 2.08 -3.17 2.27  -0.038
N 2.17 -2.69 0.91  -0.618
C 2.58 -3.46 -0.12  0.682
O 2.83 -4.65 -0.01  -0.647
C 2.72 -2.75 -1.45  -0.478
C 2.11 -3.58 -2.58  -0.448
C 2.48 -3.06 -3.92  0.364
N 1.77 -2.22 -4.65  -0.497
C 2.56 -2.02 -5.74  0.137
N 3.69 -2.68 -5.73  -0.297
N 3.64 -3.34 -4.55  -0.184
C 4.71 -4.22 -4.16  -0.409
C 2.75 -2.22 3.29  -0.427
C -0.81 3.72 1.57  -0.222
C -1.66 3.71 0.30  -0.234
C -1.63 5.08 -0.37  -0.608
H -6.92 3.26 -1.73  0.211
H -5.53 4.18 -2.31  0.213
H -5.52 2.42 -2.41  0.215
H -5.51 4.05 0.18  0.160
H -5.54 2.28 0.08  0.158
H -3.53 4.04 1.27  0.157
H -4.10 1.67 1.68  0.214
H -2.72 1.16 0.70  0.211
H -2.58 2.73 3.32  0.195
H -2.16 1.05 3.12  0.212
H -0.28 0.27 3.74  0.184
H -0.72 -0.35 2.14  0.183
H 1.12 -1.26 4.55  0.172
H 0.47 -3.56 3.72  0.218
H -0.13 -2.69 2.29  0.213
H 2.38 -4.21 2.27  0.237
H 2.03 -1.70 0.77  0.416
H 2.28 -1.75 -1.43  0.219
H 3.80 -2.62 -1.62  0.226
H 2.43 -4.62 -2.46  0.242
H 1.02 -3.56 -2.51  0.239
H 2.28 -1.38 -6.56  0.196
H 4.58 -4.51 -3.12  0.219
H 4.71 -5.12 -4.78  0.213
H 5.66 -3.71 -4.28  0.222
H 3.54 -1.56 2.92  0.228
H 3.10 -2.77 4.17  0.219
H -1.20 4.47 2.26  0.187
H 0.22 3.96 1.34  0.250
H -1.23 2.97 -0.39  0.212
H -2.04 5.84 0.31  0.198
H -0.61 5.37 -0.62  0.214
H -2.23 5.08 -1.28  0.230



--- Q ---
Computed, not measured: an isolated molecule of C20H33N5O4, with ωB97M-V with the def2-TZVPD basis set.

Its charge is 0. As for the HOMO energy: -9.4 eV. The frontier orbital gap comes out at 9.90 eV.

Each line ends with the natural charge from an NBO analysis.
Atoms and positions in Å:
C -5.35 4.07 -3.59  -0.619
C -4.82 3.86 -2.19  -0.056
O -3.42 4.09 -2.20  -0.543
C -2.81 4.06 -0.93  0.112
C -2.66 2.63 -0.40  -0.439
C -1.87 2.62 0.90  -0.210
N -0.59 3.27 0.72  -0.440
C 0.62 2.65 0.70  0.657
O 1.66 3.22 0.44  -0.617
C 0.63 1.16 1.06  -0.163
O 1.90 0.60 0.87  -0.531
C 2.73 0.67 2.02  0.097
C 2.40 -0.45 3.03  -0.448
C 3.44 -1.35 2.31  -0.038
N 2.86 -2.22 1.31  -0.614
C 2.86 -3.56 1.41  0.679
O 3.37 -4.17 2.34  -0.645
C 2.20 -4.31 0.27  -0.476
C 1.28 -5.40 0.80  -0.446
C 0.75 -6.27 -0.29  0.364
N -0.38 -6.07 -0.95  -0.500
C -0.37 -7.08 -1.86  0.137
N 0.67 -7.87 -1.81  -0.296
N 1.39 -7.34 -0.79  -0.183
C 2.65 -7.94 -0.40  -0.408
C 4.04 -0.06 1.69  -0.425
C -0.69 4.65 0.27  -0.223
C -1.45 4.74 -1.06  -0.232
C -1.59 6.20 -1.49  -0.608
H -6.43 3.91 -3.61  0.211
H -5.14 5.09 -3.92  0.212
H -4.88 3.38 -4.28  0.214
H -5.30 4.56 -1.48  0.160
H -5.04 2.85 -1.85  0.159
H -3.42 4.64 -0.22  0.157
H -3.64 2.18 -0.24  0.214
H -2.14 2.04 -1.16  0.212
H -2.42 3.17 1.67  0.193
H -1.74 1.61 1.27  0.214
H 0.28 1.02 2.09  0.190
H -0.06 0.62 0.41  0.203
H 2.79 1.70 2.37  0.192
H 2.72 -0.20 4.04  0.219
H 1.37 -0.82 3.06  0.212
H 4.08 -1.96 2.94  0.234
H 2.37 -1.78 0.55  0.410
H 1.65 -3.64 -0.39  0.215
H 3.00 -4.76 -0.33  0.226
H 1.82 -5.99 1.55  0.241
H 0.42 -4.96 1.31  0.238
H -1.16 -7.23 -2.58  0.196
H 3.14 -7.30 0.33  0.218
H 2.47 -8.92 0.04  0.215
H 3.28 -8.05 -1.27  0.220
H 4.31 -0.09 0.64  0.226
H 4.87 0.32 2.28  0.222
H -1.22 5.23 1.03  0.186
H 0.31 5.05 0.17  0.251
H -0.88 4.19 -1.81  0.211
H -2.15 6.77 -0.74  0.198
H -0.61 6.66 -1.60  0.213
H -2.12 6.27 -2.44  0.229



Relative energies, in kcal/mol, with the most stable structure set to zero: P 1.4; Q 0.0.



--- P ---
Computed, not measured: a 2-piece molecular cluster, CH6S overall, with ωB97M-V with the def2-TZVPD basis set.

Its charge is 0. As for the HOMO energy: -9.7 eV. The frontier orbital gap comes out at 10.64 eV.

Each line ends with the natural charge from an NBO analysis.
Atoms and positions in Å:
S -1.07 0.72 0.16  -0.289
H -2.11 0.20 -0.52  0.146
H -1.07 -0.24 1.11  0.145
C 2.02 -1.16 -0.32  -0.850
H 1.33 -1.79 0.22  0.209
H 3.05 -1.52 -0.20  0.209
H 1.80 -1.14 -1.40  0.216
H 1.97 -0.07 0.11  0.214



--- Q ---
Computed, not measured: a 2-piece molecular cluster, CH6S overall, with ωB97M-V with the def2-TZVPD basis set.

Its charge is 0. As for the HOMO energy: -9.8 eV. The frontier orbital gap comes out at 10.69 eV.

Each line ends with the natural charge from an NBO analysis.
Atoms and positions in Å:
S 1.72 -0.33 -1.69  -0.278
H 0.88 -1.30 -2.03  0.138
H 0.80 0.62 -1.91  0.144
C -0.67 0.20 1.13  -0.852
H -1.47 0.82 0.72  0.207
H -0.31 -0.38 0.29  0.214
H 0.09 0.83 1.58  0.214
H -1.05 -0.45 1.91  0.212



Relative energies, in kcal/mol, with the most stable structure set to zero: P 1.9; Q 0.0.



--- P ---
Computed, not measured: an isolated molecule of C10H10O2, with ωB97M-V with the def2-TZVPD basis set.

Its charge is 0. As for the HOMO energy: -9.7 eV. The frontier orbital gap comes out at 9.94 eV.

Each line ends with the natural charge from an NBO analysis.
Atoms and positions in Å:
C -2.16 -1.26 1.36  -0.631
C -2.26 -1.34 -0.17  -0.402
C -1.17 -0.41 -0.86  0.078
C -0.47 1.68 -0.05  0.789
C 0.67 0.74 0.00  -0.218
C 2.03 0.96 0.31  -0.139
C 2.90 -0.08 0.33  -0.239
C 2.43 -1.38 -0.07  -0.151
C 1.08 -1.68 -0.39  -0.241
C 0.23 -0.55 -0.30  0.027
H -2.97 -1.70 1.88  0.220
H -2.32 -0.22 1.68  0.214
H -1.18 -1.59 1.71  0.211
H -3.23 -0.92 -0.58  0.223
H -2.07 -2.36 -0.48  0.202
H -1.16 -0.66 -1.97  0.199
H 2.48 1.96 0.63  0.235
H 3.99 -0.02 0.58  0.228
H 3.17 -2.17 -0.10  0.210
H 0.85 -2.64 -0.79  0.230
O -1.52 0.96 -0.67  -0.512
O -0.63 2.82 0.23  -0.534



--- Q ---
Computed, not measured: an isolated molecule of C10H10O2, with ωB97M-V with the def2-TZVPD basis set.

Its charge is 0. As for the HOMO energy: -8.5 eV. The frontier orbital gap comes out at 8.75 eV.

Each line ends with the natural charge from an NBO analysis.
Atoms and positions in Å:
O -0.81 2.22 1.34  -0.541
C -1.31 0.99 1.47  0.803
O -2.29 0.44 2.47  -0.559
C -1.97 -0.99 2.79  -0.087
C -0.60 -1.33 1.90  -0.437
C -0.98 -0.39 0.61  -0.365
C 0.17 0.03 -0.48  -0.019
C -0.24 -0.10 -2.09  -0.227
C 0.76 0.31 -3.33  -0.235
C 2.26 0.88 -2.97  -0.238
C 2.70 1.02 -1.39  -0.225
C 1.67 0.59 -0.15  -0.211
H -1.87 -0.93 3.96  0.223
H -2.91 -1.52 2.32  0.196
H -0.59 -2.50 1.73  0.242
H 0.24 -1.01 2.65  0.238
H -1.95 -0.75 0.06  0.263
H -1.33 -0.51 -2.35  0.221
H 0.32 0.20 -4.42  0.240
H 2.94 1.20 -3.90  0.241
H 3.80 1.43 -1.19  0.239
H 2.00 0.74 0.97  0.238



Relative energies, in kcal/mol, with the most stable structure set to zero: P 0.0; Q 247.2.



--- P ---
Computed, not measured: C7H32O9 as an isolated structure, with ωB97M-V with the def2-TZVPD basis set.

Its charge is 0. As for the HOMO energy: -8.9 eV. The frontier orbital gap comes out at 8.48 eV.

Each line ends with the natural charge from an NBO analysis.
Atoms and positions in Å:
O -28.75 25.26 23.92  -0.747
H -28.58 25.97 24.56  0.544
H -29.18 24.61 24.44  0.539
H -29.51 25.52 23.37  0.547
O -30.90 25.94 22.69  -1.278
H -31.58 25.68 23.41  0.468
C -29.36 28.79 23.66  -0.265
O -30.03 27.80 24.25  -0.760
H -29.46 29.73 24.07  0.171
H -29.56 28.87 22.45  0.178
H -28.23 28.84 23.71  0.154
H -30.38 27.47 23.53  0.510
C -33.44 21.81 23.15  -0.193
O -32.32 22.63 23.26  -0.768
H -34.13 22.37 23.78  0.165
H -33.35 20.92 23.19  0.148
H -34.00 21.88 22.12  0.119
H -32.42 23.54 22.63  0.500
C -31.27 26.34 27.69  -0.275
O -31.19 25.91 26.33  -0.769
H -31.88 25.65 28.23  0.192
H -31.79 27.31 27.93  0.184
H -30.14 26.24 27.98  0.168
H -30.80 26.86 26.01  0.499
C -29.30 27.19 19.75  -0.220
O -28.82 26.51 20.84  -0.781
H -28.57 27.63 19.24  0.167
H -30.29 27.86 20.21  0.156
H -29.57 26.40 19.07  0.164
H -29.43 26.34 21.61  0.497
C -34.35 25.50 24.39  -0.244
O -33.66 24.86 25.36  -0.701
H -35.31 25.03 23.86  0.195
H -33.67 25.51 23.51  0.141
H -34.90 26.74 24.53  0.124
H -32.94 25.33 25.50  0.477
C -32.98 28.57 22.25  -0.260
O -32.59 27.49 21.47  -0.736
H -32.22 29.29 22.57  0.150
H -33.30 27.92 23.06  0.186
H -33.73 29.17 21.71  0.186
H -32.03 26.95 21.70  0.468
C -32.96 24.17 20.02  -0.262
O -31.83 23.99 20.88  -0.761
H -33.01 23.47 19.25  0.169
H -33.14 25.14 19.62  0.180
H -33.64 23.81 20.70  0.167
H -31.69 24.99 21.24  0.508



--- Q ---
Computed, not measured: a 9-piece molecular cluster, C7H32O9 overall, with ωB97M-V with the def2-TZVPD basis set.

Its charge is 0. As for the HOMO energy: -9.8 eV. The frontier orbital gap comes out at 10.24 eV.

Each line ends with the natural charge from an NBO analysis.
Atoms and positions in Å:
O 2.73 1.02 3.52  -0.965
H 2.21 0.44 2.95  0.497
H 2.73 0.65 4.40  0.461
O 3.32 1.91 -1.51  -0.955
H 2.74 2.58 -1.89  0.485
H 3.42 2.19 -0.60  0.484
C -2.13 -2.72 -2.62  -0.254
O -2.82 -1.98 -3.64  -0.731
H -1.60 -3.59 -3.02  0.168
H -1.32 -2.04 -2.36  0.188
H -2.77 -3.03 -1.80  0.166
H -3.60 -2.44 -3.92  0.464
C 4.31 -1.22 -2.72  -0.256
O 3.21 -0.98 -1.80  -0.755
H 4.01 -1.13 -3.76  0.161
H 5.25 -0.74 -2.45  0.174
H 4.40 -2.29 -2.58  0.179
H 3.08 -0.04 -1.65  0.486
C -0.36 2.47 3.47  -0.253
O -0.92 3.76 3.62  -0.724
H -0.15 2.38 2.41  0.182
H 0.51 2.26 4.10  0.185
H -1.09 1.66 3.60  0.144
H -0.93 4.01 4.54  0.462
C -3.49 -0.56 0.05  -0.265
O -3.53 -0.79 1.48  -0.752
H -4.09 -1.21 -0.59  0.178
H -3.68 0.48 -0.24  0.179
H -2.46 -0.68 -0.29  0.191
H -4.41 -0.70 1.81  0.484
C 0.54 0.37 0.26  -0.247
O 0.92 -0.11 1.51  -0.771
H -0.09 -0.28 -0.36  0.162
H 0.02 1.32 0.21  0.153
H 1.43 0.47 -0.37  0.181
H 0.31 -0.77 1.86  0.503
C -0.09 1.57 -3.41  -0.253
O 0.35 2.82 -3.84  -0.721
H -0.59 1.71 -2.46  0.175
H -0.79 1.06 -4.08  0.169
H 0.73 0.88 -3.22  0.164
H 0.78 2.71 -4.69  0.466
C -0.83 -1.99 3.65  -0.251
O -1.06 -1.95 2.29  -0.757
H -1.55 -2.61 4.19  0.168
H 0.17 -2.35 3.87  0.182
H -0.88 -0.96 3.99  0.162
H -1.90 -1.53 2.09  0.506



Relative energies, in kcal/mol, with the most stable structure set to zero: P 221.8; Q 0.0.